Record 1
{
  "formula": "C2H4N4",
  "method": "ωB97M-V with the def2-TZVPD basis set",
  "symbols": ["C", "C", "N", "N", "N", "N", "H", "H", "H", "H"],
  "positions_angstrom": [[0.589, -0.992, -0.620], [-0.667, 1.215, 0.854], [1.588, -1.629, -0.084], [-0.152, -0.190, -0.984], [-1.269, 1.827, -0.136], [-0.201, 0.559, 1.703], [-2.245, 1.921, 0.062], [-0.938, 1.436, -0.994], [1.327, -2.215, 0.690], [2.321, -1.009, 0.272]],
  "atomic_forces_ev_per_a": [[-0.972, 2.055, -0.399], [0.908, -1.868, 2.886], [1.981, -1.182, 1.259], [0.445, -1.955, -1.881], [-0.320, 1.820, 0.659], [-0.431, 1.498, -0.815], [-0.458, 0.203, -0.554], [-0.556, -0.073, -0.728], [-0.267, -0.455, 0.054], [-0.330, -0.042, -0.482]],
  "mulliken_charge": [0.382, 0.498, -0.527, -0.517, -0.506, -0.519, 0.223, 0.390, 0.283, 0.291],
  "multiplicity": 1,
  "homo_energy_ev": -9.6,
  "e_above_lowest_kcal_mol": 40.3,
  "mol_weight_g_mol": 84.08,
  "smiles": "N#CN.N#CN",
  "e_tot_ha": -297.58014,
  "gap_ha": 0.3777
}



Record 2
{
  "formula": "C2H4N4O",
  "method": "ωB97M-V with the def2-TZVPD basis set",
  "symbols": ["C", "C", "H", "H", "H", "H", "N", "N", "N", "N", "O"],
  "positions_angstrom": [[0.100, -0.342, -0.192], [-1.659, 0.831, -0.080], [1.958, 1.109, 0.206], [3.026, -0.152, 0.406], [-2.419, 1.611, -0.048], [-1.049, -1.910, 0.505], [2.281, 0.213, -0.140], [1.287, -0.736, -0.161], [-0.397, 1.007, -0.207], [-1.006, -1.221, -0.256], [-2.122, -0.411, -0.033]],
  "atomic_forces_ev_per_a": [[0.145, 0.970, -0.139], [0.501, 1.068, -0.268], [0.053, 0.098, 0.072], [0.626, -0.108, 0.364], [0.203, -0.240, 0.060], [0.336, 0.275, -0.497], [-0.158, 0.511, -0.525], [-0.242, -0.666, 0.193], [-0.576, -0.889, 0.298], [0.255, -1.405, 0.418], [-1.143, 0.386, 0.024]],
  "mulliken_charge": [0.414, 0.109, 0.240, 0.244, 0.384, 0.287, -0.423, -0.336, -0.493, -0.200, -0.227],
  "multiplicity": 1,
  "homo_energy_ev": -8.0,
  "e_above_lowest_kcal_mol": 74.7,
  "mol_weight_g_mol": 100.08,
  "smiles": "N/N=c1\\nco[nH]1",
  "e_tot_ha": -372.78132,
  "gap_ha": 0.3249
}



Record 3
{
  "formula": "C2H4N4O2",
  "method": "ωB97M-V with the def2-TZVPD basis set",
  "symbols": ["C", "C", "H", "H", "H", "H", "N", "N", "N", "N", "O", "O"],
  "positions_angstrom": [[-0.545, -1.350, -0.261], [1.471, -0.542, 0.018], [-2.518, 1.161, -0.213], [-1.650, 0.614, 1.309], [-1.328, -1.978, -0.106], [2.134, 1.562, -0.222], [-1.874, 0.365, 0.243], [-0.582, 0.074, -0.496], [0.639, -1.744, -0.163], [0.560, 0.425, 0.047], [2.690, -0.271, 0.161], [1.005, 1.684, -0.317]],
  "atomic_forces_ev_per_a": [[3.192, 2.804, -1.826], [2.062, -1.475, 0.273], [2.716, -2.042, 1.221], [-0.502, -0.422, -3.136], [-2.608, -1.145, -0.233], [-4.185, -0.023, -0.301], [-0.422, 2.910, 1.400], [-6.177, -2.278, 0.722], [3.470, -0.913, 1.404], [1.498, 3.787, 0.802], [-3.008, -1.367, -0.736], [3.963, 0.163, 0.409]],
  "mulliken_charge": [0.059, 0.422, 0.271, 0.275, 0.458, 0.432, -0.596, 0.008, -0.458, 0.310, -0.650, -0.531],
  "multiplicity": 1,
  "homo_energy_ev": -9.5,
  "e_above_lowest_kcal_mol": 103.5,
  "mol_weight_g_mol": 116.08,
  "smiles": "Nn1cnc(=O)n1O",
  "e_tot_ha": -447.93754,
  "gap_ha": 0.3522
}



Record 4
{
  "formula": "C2H4N4O2",
  "method": "ωB97M-V with the def2-TZVPD basis set",
  "symbols": ["C", "C", "H", "H", "H", "H", "N", "N", "N", "N", "O", "O"],
  "positions_angstrom": [[-2.054, -0.366, 0.663], [0.412, 0.880, -0.112], [-1.683, 0.547, 1.480], [-3.259, -0.037, 0.465], [-1.827, -1.510, 1.048], [-1.703, 0.191, -1.299], [-1.443, -0.517, -0.676], [-0.064, -0.270, -0.394], [0.694, -1.418, -0.076], [1.775, -0.818, 0.231], [1.661, 0.495, 0.197], [-0.214, 1.866, -0.021]],
  "atomic_forces_ev_per_a": [[-2.737, -0.193, 1.603], [0.714, -0.969, 0.857], [-0.560, -2.747, -2.719], [3.288, -1.578, 0.804], [-1.297, 3.224, -0.002], [-0.568, 1.418, -1.062], [1.842, 0.345, 2.434], [-4.985, -7.227, -2.655], [1.248, 4.899, -0.573], [0.468, -3.570, 0.502], [2.780, 2.768, 0.887], [-0.192, 3.630, -0.077]],
  "mulliken_charge": [-0.631, 0.536, 0.215, 0.307, 0.284, 0.280, -0.515, 0.467, -0.283, 0.031, -0.157, -0.536],
  "multiplicity": 1,
  "homo_energy_ev": -10.4,
  "e_above_lowest_kcal_mol": 107.8,
  "mol_weight_g_mol": 116.08,
  "smiles": "CNn1nnoc1=O",
  "e_tot_ha": -447.93061,
  "gap_ha": 0.4027
}



Record 5
{
  "formula": "C2H4N4O2",
  "method": "ωB97M-V with the def2-TZVPD basis set",
  "symbols": ["C", "C", "N", "N", "N", "N", "O", "O", "H", "H", "H", "H"],
  "positions_angstrom": [[-0.949, -0.209, 0.340], [1.951, -0.104, 0.239], [0.053, -1.200, 1.143], [1.174, -1.015, 0.884], [-0.288, 0.551, -0.541], [2.562, -0.330, -1.006], [3.145, 0.603, -1.511], [2.267, -1.411, -1.500], [-1.743, -0.785, -0.066], [-1.140, 0.371, 1.171], [2.152, 0.841, 0.888], [-0.315, 0.224, -1.531]],
  "atomic_forces_ev_per_a": [[0.767, 1.210, -2.657], [-2.925, 2.300, 2.986], [0.487, -1.685, 0.452], [2.297, 0.540, -0.645], [1.094, 0.892, -1.233], [-1.070, -0.867, -0.194], [0.342, -0.276, -0.003], [0.844, 0.052, -0.546], [-0.616, -1.126, 0.236], [-1.213, 1.048, 2.149], [0.018, -1.962, -1.627], [-0.026, -0.126, 1.081]],
  "mulliken_charge": [-0.349, -0.050, -0.247, 0.177, -0.614, 0.869, -0.520, -0.528, 0.349, 0.335, 0.337, 0.241],
  "multiplicity": 1,
  "homo_energy_ev": -9.4,
  "e_above_lowest_kcal_mol": 168.6,
  "mol_weight_g_mol": 116.08,
  "e_tot_ha": -447.83374,
  "gap_ha": 0.2846
}



Record 6
{
  "formula": "C2H4N4O2",
  "method": "ωB97M-V with the def2-TZVPD basis set",
  "symbols": ["C", "C", "H", "H", "H", "H", "N", "N", "N", "N", "O", "O"],
  "positions_angstrom": [[-1.874, 0.006, 0.026], [0.997, 1.084, -0.056], [-2.426, -0.433, -0.960], [-1.828, 1.044, -0.074], [-2.389, -0.377, 1.027], [1.011, -1.865, 0.571], [0.466, -0.073, 0.281], [1.294, -1.046, 0.038], [2.523, -0.577, -0.080], [2.394, 0.665, -0.262], [-0.597, -0.569, -0.503], [0.430, 2.142, -0.009]],
  "atomic_forces_ev_per_a": [[-1.813, -3.949, -3.021], [2.578, 1.594, 0.022], [0.109, 1.311, 2.738], [0.033, 1.559, 0.233], [1.828, 0.492, -2.076], [1.063, -0.277, -0.299], [-4.334, -2.371, -0.275], [2.655, -3.523, 1.627], [-0.815, 0.543, -0.631], [1.278, 2.498, 0.174], [-3.224, 1.895, 2.252], [0.640, 0.228, -0.744]],
  "mulliken_charge": [-0.537, 0.573, 0.220, 0.319, 0.235, 0.272, 0.272, 0.007, -0.303, -0.264, -0.249, -0.545],
  "multiplicity": 1,
  "homo_energy_ev": -9.6,
  "e_above_lowest_kcal_mol": 121.8,
  "mol_weight_g_mol": 116.08,
  "smiles": "COn1[nH]nnc1=O",
  "e_tot_ha": -447.90825,
  "gap_ha": 0.3464
}



Record 7
{
  "formula": "C2H4N4O2",
  "method": "ωB97M-V with the def2-TZVPD basis set",
  "symbols": ["C", "C", "H", "H", "H", "H", "N", "N", "N", "N", "O", "O"],
  "positions_angstrom": [[-0.806, 0.197, -0.440], [1.072, 0.939, 0.036], [-2.704, -0.714, -0.926], [-2.289, -1.036, 0.485], [2.203, 1.088, 1.943], [0.767, -2.124, 0.013], [-1.747, -1.037, -0.431], [-0.521, 1.237, -1.258], [0.760, 1.603, -1.051], [0.288, 0.005, 0.356], [2.280, 1.244, 0.568], [0.698, -1.404, 0.703]],
  "atomic_forces_ev_per_a": [[-1.475, -1.308, -1.772], [7.436, 4.409, -2.367], [3.043, -0.740, 0.165], [1.776, -0.124, -0.477], [0.212, 0.532, -6.056], [-0.607, 2.231, -0.508], [-3.206, 4.198, -0.352], [-3.254, -3.404, -0.185], [-0.560, 0.823, 2.469], [-3.138, -7.153, 1.237], [-0.315, -1.427, 6.296], [0.086, 1.964, 1.550]],
  "mulliken_charge": [0.288, 0.483, 0.323, 0.270, 0.395, 0.367, -0.551, -0.373, -0.400, 0.197, -0.585, -0.414],
  "multiplicity": 1,
  "homo_energy_ev": -8.8,
  "e_above_lowest_kcal_mol": 147.5,
  "mol_weight_g_mol": 116.08,
  "e_tot_ha": -447.86737,
  "gap_ha": 0.2933
}



Record 8
{
  "formula": "C2H4N4O2",
  "method": "ωB97M-V with the def2-TZVPD basis set",
  "symbols": ["N", "C", "C", "N", "N", "N", "O", "O", "H", "H", "H", "H"],
  "positions_angstrom": [[0.034, -0.558, -1.032], [1.250, -0.058, 0.272], [-1.132, -0.610, -0.397], [1.467, 1.269, 0.156], [-0.660, -0.322, 1.040], [-2.342, -0.659, -0.758], [-1.259, 0.481, 1.698], [2.035, -0.911, 0.570], [0.398, -1.428, -1.407], [0.755, 1.830, -0.289], [2.431, 1.564, 0.107], [-2.976, -0.597, 0.040]],
  "atomic_forces_ev_per_a": [[1.983, 0.905, 0.829], [1.140, -2.206, -2.867], [-1.619, 0.525, 0.913], [-0.842, 0.087, 0.272], [-0.958, 1.160, 1.333], [0.570, -0.455, 0.057], [0.142, -0.936, -0.969], [-0.772, 0.837, 0.211], [0.058, 0.081, 0.016], [0.311, -0.085, -0.051], [-0.155, -0.017, 0.242], [0.143, 0.103, 0.012]],
  "mulliken_charge": [-0.494, 0.723, 0.439, -0.388, 0.145, -0.605, -0.326, -0.527, 0.280, 0.242, 0.261, 0.252],
  "multiplicity": 1,
  "homo_energy_ev": -9.4,
  "e_above_lowest_kcal_mol": 82.0,
  "mol_weight_g_mol": 116.08,
  "e_tot_ha": -447.97166,
  "gap_ha": 0.2880
}



Record 9
{
  "formula": "C2H4N4O2",
  "method": "ωB97M-V with the def2-TZVPD basis set",
  "symbols": ["C", "C", "H", "H", "H", "H", "N", "N", "N", "N", "O", "O"],
  "positions_angstrom": [[0.199, -0.713, 0.333], [0.153, 1.316, -0.569], [-1.849, -2.966, 1.204], [-2.012, -1.309, 1.664], [2.172, 1.502, -0.816], [-1.271, 2.573, -0.684], [-1.715, -2.081, 0.756], [-0.206, -1.819, 0.705], [1.388, 0.690, -0.843], [-0.251, 2.402, -1.079], [1.492, -0.075, 0.490], [-0.700, 0.355, -0.081]],
  "atomic_forces_ev_per_a": [[-0.984, 2.692, 0.929], [-2.020, 0.116, -2.449], [0.692, -0.725, 0.307], [0.813, -2.909, -3.552], [-2.123, -2.596, 0.192], [2.462, -0.520, -1.438], [1.240, 5.153, 2.651], [-0.962, -1.543, 0.605], [2.537, 2.424, 1.945], [-1.667, 0.426, 2.305], [-2.203, -1.517, -2.470], [2.216, -1.001, 0.974]],
  "mulliken_charge": [0.629, 0.485, 0.277, 0.276, 0.346, 0.296, -0.507, -0.310, -0.276, -0.634, -0.267, -0.316],
  "multiplicity": 1,
  "homo_energy_ev": -10.0,
  "e_above_lowest_kcal_mol": 101.8,
  "mol_weight_g_mol": 116.08,
  "smiles": "[H]/N=c1/[nH]o/c(=N/N)o1",
  "e_tot_ha": -447.94017,
  "gap_ha": 0.3898
}



Record 10
{
  "formula": "C2H4N4O2",
  "method": "ωB97M-V with the def2-TZVPD basis set",
  "symbols": ["C", "C", "N", "N", "N", "N", "O", "O", "H", "H", "H", "H"],
  "positions_angstrom": [[-2.450, 0.903, -0.486], [-1.229, 0.314, -0.111], [-1.314, -0.016, 1.187], [-2.564, 0.085, 1.564], [2.303, -1.115, -0.840], [1.260, -1.030, -0.271], [0.649, -2.181, 0.225], [-3.279, 0.687, 0.562], [-2.902, 1.458, -1.290], [-0.059, -1.976, 0.964], [-0.289, 0.098, -0.632], [2.801, -2.015, -1.178]],
  "atomic_forces_ev_per_a": [[1.059, -1.670, 1.582], [-0.784, 2.023, -1.792], [-2.990, -1.319, 0.488], [1.817, 0.581, 0.117], [1.979, -0.775, -2.294], [-0.898, 0.452, 1.950], [-0.970, -1.208, 1.165], [0.827, 0.183, -0.366], [0.304, -0.265, -0.250], [1.998, 0.470, -2.266], [-0.850, 0.819, 0.167], [-1.494, 0.708, 1.499]],
  "mulliken_charge": [-0.081, -0.117, -0.213, -0.243, -0.605, 0.286, -0.434, -0.078, 0.394, 0.423, 0.401, 0.267],
  "multiplicity": 1,
  "homo_energy_ev": -9.9,
  "e_above_lowest_kcal_mol": 107.2,
  "mol_weight_g_mol": 116.08,
  "smiles": "[H]/N=N\\O.c1conn1",
  "e_tot_ha": -447.93155,
  "gap_ha": 0.3844
}